1.
Molecular formula: C3H11O5
Method: DFT, the ωB97M-V functional and the def2-TZVPD basis

Summary:
relative energy (zero: lowest compared OMol25 entry of this formula, charge and spin): 96.6 kcal per mole
E: -13525.471 eV
multiplicity: 1
net charge: -1

Atoms and positions in Å:
O  2.7503  0.9006  0.7528
C  2.0652  -0.1000  0.6318
O  1.7392  -1.0082  1.7158
C  1.3557  -0.5626  -0.5876
C  1.3990  0.4039  -1.7641
H  0.8679  0.1677  0.3167
H  1.3384  -1.6186  -0.7427
H  2.3025  0.3510  -2.3780
H  1.1857  1.3953  -1.3523
H  0.5842  0.1458  -2.5027
H  0.7604  -0.9874  1.6729
H  -1.2608  -1.4501  0.5798
O  -1.3089  -0.9521  1.3972
H  -2.0179  1.1733  -0.1749
H  -0.7546  0.5441  -0.0351
O  -1.2519  0.9424  -0.7609
H  -4.2356  0.5099  1.0600
H  -2.2102  -0.4145  1.3424
O  -3.3085  0.5595  0.8290

Atoms 1-6, force components in eV/Å:
-0.3046 -0.6805 0.4499
3.0343 -1.7344 0.5060
0.3544 1.6031 -1.0746
1.6726 3.4804 1.0514
-1.1918 -0.8387 -0.7628
-3.2509 -1.3789 -2.4013

2.
Molecular formula: C9H19NO2S
Method: DFT, the ωB97M-V functional and the def2-TZVPD basis

Summary:
relative energy (zero: lowest compared OMol25 entry of this formula, charge and spin): 52.4 kcal per mole
E: -26058.442 eV
multiplicity: 1

Atoms and positions in Å:
C  0.9479  1.3011  -0.2743
C  3.3084  2.3671  -0.3989
C  2.9966  0.0076  -1.0719
C  2.6231  0.6872  1.2887
C  -2.2805  -0.7597  1.3584
C  -4.2157  -0.1947  -0.0881
C  -2.4333  -1.7278  -0.8923
C  2.4694  1.1561  -0.1843
C  -2.7059  -0.4759  -0.0716
N  -1.9495  0.6704  -0.6434
O  -3.2252  2.4474  0.6285
O  0.4333  2.3848  -0.1755
S  -2.2283  2.1447  -0.4152
H  0.4031  0.3516  -0.1120
H  4.4049  2.0949  -0.4447
H  3.2792  3.0112  0.3795
H  2.9519  2.8160  -1.3113
H  2.6479  -0.0123  -2.1243
H  4.0551  0.1473  -1.1053
H  2.7377  -0.8546  -0.5835
H  3.6265  0.1808  1.3898
H  1.8336  -0.1668  1.5838
H  2.5281  1.4943  1.9278
H  -2.5187  0.2340  1.9519
H  -2.8011  -1.5741  1.7006
H  -1.2152  -1.1751  1.4319
H  -4.6243  0.3348  0.7480
H  -4.6792  -1.0984  -0.1678
H  -4.3817  0.4372  -0.8752
H  -1.4645  -2.0640  -0.8194
H  -2.8929  -2.5585  -0.5614
H  -2.7542  -1.3693  -1.7710

Atoms 1-6, force components in eV/Å:
1.6389 0.7855 1.2099
1.1271 -1.5189 -2.0851
-0.4893 2.1838 -1.2687
-0.2786 -4.0020 -1.0071
2.1598 3.2760 0.3537
1.9316 0.7787 1.4307

| no. | HOMO (eV) | gap between HOMO and LUMO (eV) |
| --- | --- | --- |
| 1 | -4.469 | 7.97 |
| 2 | -9.655 | 9.85 |